Entry 1:
101
Properties=species:S:1:pos:R:3 method="wB97M-V/def2-TZVPD" multiplicity=1 e_tot_ev=-523141.279 fmax_ev_per_a=8.53 orbital_gap_ev=6.670 total_charge=-1 e_lumo_ev=1.65
C 1.986 1.925 2.141
C 0.626 1.601 1.505
C -0.417 2.555 2.063
C -1.727 2.617 1.271
C -2.291 1.251 0.888
Ga -1.460 3.777 -0.384
Br -3.621 4.361 -1.326
C -0.418 5.502 0.046
C 0.972 5.398 -0.523
N 1.834 6.331 -0.525
H 2.200 2.977 1.986
H 2.785 1.294 1.770
H 1.859 1.801 3.212
H 0.393 0.582 1.805
H 0.691 1.651 0.421
H -0.640 2.296 3.102
H 0.023 3.553 2.090
H -2.476 3.110 1.891
H -2.618 0.657 1.745
H -3.144 1.431 0.233
H -1.571 0.709 0.285
H -0.582 2.903 -1.425
H -0.877 6.347 -0.462
H -0.382 5.701 1.114
H 1.263 4.461 -0.991
H 1.409 7.143 -0.068
C 0.071 -2.281 0.196
Cl -0.089 -2.338 1.952
Cl -1.387 -1.671 -0.599
H 0.890 -1.612 -0.049
H 0.279 -3.281 -0.165
C 0.525 -1.282 -3.704
Cl 2.075 -0.529 -3.316
Cl 0.704 -3.017 -4.007
H -0.109 -1.152 -2.839
H 0.099 -0.815 -4.584
C -4.208 4.314 -5.113
Cl -3.141 3.249 -6.044
Cl -5.916 3.936 -5.388
H -3.990 4.189 -4.055
H -4.027 5.337 -5.419
C -7.786 6.035 -2.151
Cl -6.441 7.163 -1.960
Cl -7.233 4.361 -2.264
H -8.442 6.124 -1.293
H -8.320 6.282 -3.061
C -10.114 2.523 -0.879
Cl -10.975 4.071 -0.865
Cl -10.314 1.647 0.643
H -10.512 1.916 -1.682
H -9.060 2.718 -1.035
C -2.544 1.541 -9.447
Cl -3.388 0.302 -10.388
Cl -1.207 0.864 -8.511
H -2.147 2.281 -10.130
H -3.248 1.996 -8.761
C 2.456 -5.258 3.433
Cl 2.740 -5.483 1.705
Cl 2.879 -3.620 3.948
H 1.401 -5.419 3.629
H 3.068 -5.965 3.980
C 4.802 -1.506 -1.022
Cl 5.709 -3.005 -0.771
Cl 3.796 -1.131 0.380
H 5.499 -0.691 -1.176
H 4.165 -1.632 -1.889
C 5.304 -2.891 6.732
Cl 6.636 -4.056 6.696
Cl 4.595 -2.752 8.346
H 5.685 -1.921 6.436
H 4.539 -3.225 6.044
C 3.273 3.687 5.634
Cl 2.832 2.022 6.042
Cl 2.117 4.442 4.535
H 3.304 4.263 6.551
H 4.246 3.680 5.159
C 6.968 -5.037 2.241
Cl 7.419 -5.695 0.660
Cl 5.217 -4.924 2.438
H 7.360 -5.692 3.009
H 7.394 -4.045 2.333
C -5.010 -0.668 -0.375
Cl -5.841 0.884 -0.292
Cl -5.182 -1.601 1.120
H -5.429 -1.246 -1.190
H -3.955 -0.480 -0.541
C 4.280 -1.205 -6.354
Cl 4.278 -2.414 -5.069
Cl 3.003 -1.503 -7.541
H 4.113 -0.231 -5.908
H 5.237 -1.234 -6.859
C 5.448 -8.040 2.493
Cl 6.225 -6.857 3.552
Cl 3.830 -8.457 3.068
H 5.359 -7.611 1.502
H 6.051 -8.939 2.470
C -1.966 -5.819 3.718
Cl -2.973 -5.484 2.310
Cl -0.570 -6.830 3.304
H -1.604 -4.878 4.116
H -2.561 -6.341 4.457



Entry 2:
94
Properties=species:S:1:pos:R:3 method="wB97M-V/def2-TZVPD" multiplicity=1 e_tot_ev=-262098.651 fmax_ev_per_a=9.03 orbital_gap_ev=2.690 total_charge=+1 relative_energy_kcal_mol=334.9 e_lumo_ev=-6.06
C 3.340 2.856 4.768
C 2.254 1.899 3.929
O 1.031 1.881 4.766
C 2.028 2.706 2.481
N 0.835 2.220 1.689
C 0.339 0.765 1.827
C -0.962 0.147 1.008
C -1.808 1.100 -0.032
C -3.133 0.663 -0.894
O -3.078 -0.262 -1.892
O -4.483 1.275 -0.691
C -1.231 2.635 -0.194
C 0.087 3.125 0.689
B 0.536 4.707 0.366
O -0.535 5.679 0.034
N 1.960 5.228 0.432
C 2.883 4.550 -0.557
C 2.050 6.728 0.260
H 2.665 3.598 5.414
H 3.931 3.571 4.017
H 4.045 2.239 5.470
H 2.683 0.839 3.678
H 0.947 0.917 5.087
H 3.015 2.506 1.860
H 2.003 3.834 2.794
H 0.871 -0.035 2.535
H -1.327 -0.978 1.159
H -4.428 1.792 0.183
H -1.788 3.379 -0.944
H -0.538 5.761 -0.975
H 3.795 4.064 0.039
H 2.375 3.755 -1.249
H 3.364 5.425 -1.211
H 1.340 7.235 1.040
H 1.789 6.965 -0.858
H 3.153 7.086 0.542
F -0.027 -5.278 2.216
As 0.676 -3.651 2.617
F -0.786 -2.843 1.902
F 1.494 -3.604 0.995
F 1.378 -2.024 3.018
F 2.138 -4.458 3.332
F -0.143 -3.697 4.238
Al 2.862 1.082 0.898
Br -2.886 -0.322 -4.049
C 1.024 -1.777 -2.272
C 1.689 -0.850 -3.275
O 3.107 -0.988 -3.327
C 3.608 -2.271 -3.695
C 3.169 -2.719 -5.079
H 1.448 -1.629 -1.274
H -0.051 -1.584 -2.231
H 1.165 -2.826 -2.537
H 1.488 0.186 -2.983
H 1.260 -0.976 -4.275
H 3.342 -3.014 -2.936
H 4.701 -2.195 -3.682
H 2.085 -2.845 -5.139
H 3.632 -3.678 -5.334
H 3.455 -1.979 -5.832
Cl 2.730 3.573 -2.751
C -1.011 9.668 0.185
O -1.059 8.828 -0.953
H -1.000 10.710 -0.143
H -1.893 9.493 0.806
H -0.103 9.459 0.756
H -1.067 7.910 -0.631
C 5.053 -2.989 3.280
Cl 4.015 -1.687 3.872
Cl 6.727 -2.753 3.795
H 4.690 -3.941 3.676
H 5.015 -3.006 2.188
C -0.413 -8.259 1.110
S -1.157 -8.739 2.687
O -0.044 -8.902 3.680
C -1.660 -10.395 2.159
H 0.008 -7.256 1.216
H 0.383 -8.958 0.843
H -1.180 -8.248 0.332
H -0.788 -10.963 1.828
H -2.387 -10.315 1.348
H -2.122 -10.904 3.009
C -8.528 -0.778 -4.282
C -7.470 0.223 -4.776
C -6.533 0.587 -3.612
O -8.097 1.324 -5.151
H -9.137 -0.375 -3.462
H -9.208 -1.075 -5.091
H -8.045 -1.690 -3.911
H -6.851 -0.327 -5.500
H -7.068 1.040 -2.768
H -5.751 1.288 -3.930
H -6.030 -0.312 -3.234
K 0.143 -8.145 5.564



Entry 3:
98
Properties=species:S:1:pos:R:3 method="wB97M-V/def2-TZVPD" multiplicity=1 e_tot_ev=-129784.529 fmax_ev_per_a=4.07 orbital_gap_ev=1.176 total_charge=+1 e_lumo_ev=-6.86
C -0.484 -5.091 2.010
C -0.103 -3.886 2.834
O -1.008 -2.823 2.568
C -0.539 -1.541 2.905
C 0.433 -1.022 1.857
O 0.134 0.349 1.608
C 0.885 0.923 0.590
C 1.372 2.332 1.038
C 2.828 2.544 0.646
O 2.997 2.605 -0.762
C 4.257 3.235 -1.055
C 5.409 2.627 -0.307
O 1.089 2.666 2.355
C 1.873 2.125 3.372
O 1.515 1.230 4.059
O 2.973 2.815 3.482
N 4.220 1.837 3.785
O 4.675 2.057 4.778
S 0.371 3.595 0.165
O -0.982 3.657 0.659
O 1.044 4.850 0.086
F 0.223 3.074 -1.271
H -1.359 -5.591 2.439
H -0.777 -4.749 1.019
H 0.359 -5.762 1.877
H -0.137 -4.121 3.899
H 0.929 -3.603 2.606
H -1.401 -0.884 2.955
H -0.056 -1.530 3.882
H 0.280 -1.599 0.945
H 1.465 -1.118 2.188
H 1.773 0.343 0.344
H 0.301 0.970 -0.328
H 3.233 3.421 1.137
H 3.354 1.664 1.010
H 4.218 4.315 -0.879
H 4.468 3.087 -2.116
H 5.453 2.973 0.719
H 5.354 1.544 -0.350
H 6.348 2.933 -0.751
Mg 2.864 4.635 -2.595
C -3.436 -1.143 0.743
C -4.718 -1.712 0.164
N -4.610 -3.136 -0.104
C -5.696 -3.684 -0.901
C -7.076 -3.703 -0.220
C -4.109 -3.914 0.923
C -4.950 -3.820 2.283
H -2.589 -1.337 0.083
H -3.516 -0.068 0.892
H -3.221 -1.601 1.707
H -4.976 -1.209 -0.769
H -5.548 -1.525 0.859
H -5.423 -4.694 -1.207
H -5.760 -3.098 -1.820
H -7.158 -4.480 0.534
H -7.820 -3.908 -0.988
H -7.323 -2.750 0.243
H -3.099 -3.591 1.214
H -4.028 -4.952 0.609
H -5.222 -2.789 2.498
H -4.310 -4.218 3.102
H -5.861 -4.440 2.178
F 9.195 4.337 1.446
P 9.808 3.299 0.298
F 8.167 3.091 -0.081
F 10.913 2.837 -0.841
F 9.661 1.674 0.601
F 11.076 3.242 1.348
F 9.659 4.609 -0.715
F -6.600 -3.756 3.496
C -1.015 5.064 -6.505
C -1.137 3.905 -7.508
C 0.167 3.854 -8.316
S 1.449 4.519 -7.241
O 1.939 5.747 -7.802
O 2.352 3.474 -6.837
C 0.365 4.917 -5.870
H -1.806 5.037 -5.757
H -1.080 6.019 -7.030
H -1.271 2.967 -6.965
H -1.997 4.028 -8.164
H 0.449 2.844 -8.599
H 0.128 4.487 -9.198
H 0.731 5.820 -5.386
H 0.403 4.077 -5.178
C -1.565 -8.203 3.702
C -1.590 -9.438 4.440
N -1.609 -10.425 5.034
H -1.510 -8.409 2.635
H -2.466 -7.596 3.887
H -0.702 -7.611 3.998
O -1.817 6.024 0.089
H -1.416 5.094 0.075
H -1.171 6.661 0.453
H -2.652 6.034 0.590
F -2.996 -5.886 3.342
K -1.468 -11.651 7.133



Entry 4:
84
Properties=species:S:1:pos:R:3 method="wB97M-V/def2-TZVPD" multiplicity=3 e_tot_ev=-56263.216 fmax_ev_per_a=0.99 orbital_gap_ev="9.140 / 6.691" total_charge=+2 e_lumo_ev="-4.60 / -7.00"
Pd 0.302 0.139 0.514
C 2.307 5.074 1.493
N 1.687 3.860 2.032
C 2.129 3.464 3.366
C 0.828 3.063 1.379
N 0.454 1.890 1.802
N 0.288 3.582 0.209
C -0.493 2.947 -0.740
N -1.010 3.787 -1.662
N -0.652 1.669 -0.768
H 1.985 5.954 2.050
H 2.091 5.213 0.439
H 3.389 4.984 1.584
H 2.773 4.241 3.765
H 2.699 2.532 3.340
H 1.278 3.348 4.040
H 0.867 1.641 2.691
H 0.335 4.582 0.124
H -0.974 4.788 -1.567
H -1.630 3.434 -2.369
H -1.225 1.353 -1.541
O 1.064 -1.391 -0.899
P 2.565 -1.587 -0.876
N 3.043 -1.872 0.694
C 2.073 -1.816 1.778
C 2.912 -1.681 3.041
C 4.131 -0.901 2.549
C 4.397 -1.560 1.198
N 3.415 -0.257 -1.355
C 4.320 -0.197 -2.520
C 4.876 1.219 -2.441
C 3.667 2.024 -1.959
C 3.030 1.092 -0.925
N 3.059 -2.810 -1.802
C 4.134 -3.768 -1.479
C 4.555 -4.276 -2.852
C 3.228 -4.330 -3.616
C 2.463 -3.095 -3.128
H 1.420 -2.687 1.773
H 1.396 -0.915 1.661
H 3.221 -2.674 3.371
H 2.376 -1.198 3.858
H 4.985 -0.964 3.220
H 3.869 0.153 2.407
H 4.962 -2.484 1.333
H 4.934 -0.918 0.501
H 3.775 -0.343 -3.457
H 5.093 -0.962 -2.455
H 5.264 1.557 -3.399
H 5.678 1.268 -1.703
H 2.983 2.197 -2.792
H 3.942 2.988 -1.533
H 1.939 1.207 -0.898
H 3.427 1.297 0.079
H 3.740 -4.590 -0.875
H 4.945 -3.291 -0.930
H 5.042 -5.247 -2.791
H 5.241 -3.572 -3.326
H 2.688 -5.239 -3.348
H 3.365 -4.320 -4.694
H 1.393 -3.277 -3.042
H 2.605 -2.248 -3.804
C -2.745 -0.298 0.679
N -3.939 -0.867 1.255
C -3.986 -0.548 2.687
N -2.811 -1.087 3.383
C -1.618 -0.515 2.805
N -1.521 -0.837 1.348
C -1.526 -2.325 1.192
N -2.722 -2.891 1.773
C -3.899 -2.328 1.102
C -2.782 -2.544 3.197
H -2.755 0.785 0.803
H -2.698 -0.548 -0.382
H -4.885 -0.984 3.120
H -4.021 0.534 2.817
H -0.740 -0.924 3.312
H -1.636 0.569 2.916
H -0.652 -2.734 1.696
H -1.476 -2.564 0.129
H -4.798 -2.757 1.542
H -3.870 -2.582 0.042
H -1.910 -2.957 3.708
H -3.681 -2.976 3.632



Entry 5:
77
Properties=species:S:1:pos:R:3 method="wB97M-V/def2-TZVPD" multiplicity=1 e_tot_ev=-54250.262 fmax_ev_per_a=6.11 orbital_gap_ev="3.846 / 3.063" relative_energy_kcal_mol=230.9 e_lumo_ev="-0.26 / -0.24"
O -1.034 -2.993 -2.255
O -3.113 -3.646 -1.572
C -1.234 -2.656 -3.650
C 0.060 -2.403 -4.448
H -1.863 -1.775 -3.740
H -1.835 -3.414 -4.150
H 0.641 -1.593 -4.010
H -0.174 -2.115 -5.473
H 0.693 -3.288 -4.496
C -0.447 -4.316 -2.125
C -1.026 -5.505 -2.935
H -0.489 -4.571 -1.070
H 0.603 -4.268 -2.393
H -2.106 -5.583 -2.826
H -0.598 -6.445 -2.589
H -0.805 -5.423 -3.998
C -3.235 -4.079 -0.216
C -4.254 -3.305 -2.354
C -3.259 -5.606 -0.104
H -4.113 -3.640 0.260
H -2.369 -3.728 0.342
H -4.086 -6.048 -0.653
H -3.357 -5.909 0.937
H -2.338 -6.043 -0.485
C -5.085 -4.533 -2.729
H -3.926 -2.816 -3.268
H -4.878 -2.590 -1.824
H -4.462 -5.311 -3.168
H -5.854 -4.270 -3.454
H -5.590 -4.946 -1.858
H -2.258 -3.102 -1.779
Pb 0.000 0.000 0.000
C -1.842 -0.094 -0.886
Si -3.389 1.034 -0.821
H -1.103 0.150 -1.640
H -1.766 -0.897 -0.162
C -4.175 1.014 -2.525
C -3.158 2.864 -0.499
C -4.627 0.451 0.457
C 1.550 -1.248 -0.731
Si 2.290 -2.472 0.519
H 2.065 -0.329 -0.489
H 1.940 -1.477 -1.721
C 3.031 -3.949 -0.361
C 0.986 -3.068 1.710
C 3.693 -1.667 1.451
H -4.722 -0.632 0.468
H -5.613 0.872 0.267
H -4.325 0.763 1.455
H -3.426 1.155 -3.302
H -4.907 1.814 -2.623
H -4.697 0.085 -2.732
H -2.299 3.285 -1.011
H -3.069 3.064 0.565
H -4.032 3.418 -0.838
H 0.725 -4.110 1.531
H 0.075 -2.483 1.613
H 1.325 -2.987 2.741
H 4.140 -2.365 2.158
H 3.355 -0.806 2.018
H 4.479 -1.338 0.773
H 3.712 -4.487 0.298
H 3.599 -3.642 -1.239
H 2.272 -4.661 -0.680
O 0.235 1.251 3.880
C 0.255 1.097 2.575
O -0.149 -0.039 2.034
C 0.735 2.177 1.671
C 1.201 3.412 2.134
C 1.640 4.360 1.203
C 1.606 4.070 -0.167
C 1.132 2.825 -0.594
N 0.717 1.926 0.334
H 1.231 3.636 3.193
H 2.008 5.319 1.544
H 1.947 4.801 -0.888
H 1.103 2.577 -1.646



> Which of these has the highest multiplicity?

C22H47N12OPPd



> Among the records above, which one has the highest multiplicity?

C22H47N12OPPd